Formula: C11H12NO2
Source: the Open Molecules 2025 dataset
Level of theory: wB97M-V/def2-TZVPD

Structure (XYZ):
```
26
Properties=species:S:1:pos:R:3:forces:R:3:lowdin_charge:R:1
C 1.25390 4.03249 1.98428 1.00 0.99 -1.16 0.074
C 0.72175 3.02752 2.43859 0.48 -1.57 -0.39 0.088
C 2.04018 4.56374 0.96145 -1.56 -0.88 -0.25 0.053
C 2.52602 3.51201 0.11941 -2.27 -0.37 2.77 0.031
C 2.17516 2.14288 0.25386 0.14 -0.64 -0.42 0.056
C 1.38450 1.20979 1.01814 -0.14 2.22 1.12 -0.085
C -1.10159 -1.81450 -0.53620 0.48 -0.42 1.30 -0.363
C 1.25961 -0.19040 0.46280 3.47 -0.76 1.50 -0.171
C 0.68509 1.65545 2.20155 0.35 0.05 -0.31 0.072
C -0.48837 -1.85635 0.70509 -3.38 0.43 -1.10 -0.028
C -3.32262 -1.94814 -1.33566 0.50 -1.79 -1.36 -0.072
N 0.51529 -1.05442 1.30392 -0.64 -0.65 -2.74 -0.032
O -0.67636 -1.12519 -1.64834 -0.86 -0.65 -1.05 0.030
O -2.26541 -2.57972 -0.67577 3.07 -0.04 0.36 -0.107
H 1.98446 5.62605 0.67271 0.79 -0.58 0.37 0.139
H 3.07013 3.73345 -0.73427 1.15 0.57 -1.37 0.101
H 2.60803 1.57581 -0.55428 0.31 -0.05 -0.38 0.119
H 0.86470 -0.08421 -0.51880 -0.55 -0.18 -0.83 0.106
H 2.39260 -0.66651 0.30048 -2.39 1.50 0.24 0.203
H 0.15906 0.98497 2.87847 -0.04 0.06 -0.43 0.120
H -1.30168 -2.29568 1.32878 1.49 0.14 0.23 0.140
H -3.37518 -2.26888 -2.40711 0.36 1.05 0.45 0.117
H -3.30327 -0.94069 -1.06457 -0.48 1.84 -0.29 0.087
H -4.11834 -2.46837 -0.92199 -2.12 -0.37 0.79 0.077
H -1.15645 -1.42312 -2.48403 0.89 0.32 1.74 0.152
H 0.52491 -0.91243 2.26935 -0.06 -0.24 1.23 0.094
```
Forces are in eV/Å.

Kohn-Sham gap: 4.42 eV
Energy above the lowest of the compared OMol25 structures with the same formula, charge and spin: 113.7 kcal/mol
Highest occupied orbital energy: -10.27 eV
2S+1: 1
Energy: -631.090839 Ha
Charge: +1